# C31H44BrN3OP2V

C31H44BrN3OP2V as an isolated structure at a distorted geometry (ωB97M-V/def2-TZVPD, OMol25).

Summary:
Largest force on an atom, eV Å⁻¹: 3.62
Frontier orbital gap (spin up / spin down), Ha: 0.1678 / 0.1562
Total charge: +4
2S+1: 2
HOMO energy (spin up / spin down), eV: -19.72 / -19.72
Energy above the lowest of the compared OMol25 structures with the same formula, charge and spin, eV: 5.154

Last column: Mulliken spin population.
CARTESIAN COORDINATES (ANGSTROEM)
C -0.6697 4.4237 -1.5082  -0.0059
C -1.1839 3.2193 -2.0452  -0.0263
C -1.4131 3.2650 -3.4522  -0.0024
C -0.8045 4.2717 -4.2081  0.0007
N -0.2003 5.3292 -3.6620  -0.0036
C -0.1177 5.3889 -2.3376  0.0005
C -1.3361 2.0291 -1.2854  -0.2814
C -1.9653 1.1046 -0.5092  0.2437
C -2.4153 0.4624 0.6609  0.0272
C -1.5708 -0.4285 1.4334  -0.0212
C -2.2039 -1.3325 2.3078  -0.0062
C -3.6055 -1.2079 2.5114  0.0070
C -4.2858 -0.0647 2.0296  0.0172
C -3.7223 0.7497 1.0838  -0.0133
V -0.1437 0.6870 -0.6447  0.2326
P 2.3489 -0.8198 0.7034  0.0236
H -1.9761 2.4939 -3.9855  0.0025
H -0.6642 4.5757 -0.4447  0.0012
H -0.8371 4.2497 -5.3016  -0.0003
H 0.4063 6.2282 -1.8963  -0.0002
H -4.2721 1.5958 0.6873  0.0004
H -0.4180 -0.4535 1.3766  -0.0104
H -5.2666 0.1552 2.4118  0.0005
H -1.6647 -2.1106 2.8760  -0.0004
C 2.3035 -2.3581 1.7957  0.0025
C 3.0804 -3.5906 1.3466  0.0009
H 1.2390 -2.6131 1.8949  -0.0002
H 2.6494 -2.0494 2.7956  -0.0004
H 2.9844 -4.3927 2.0914  0.0001
H 2.7163 -3.9921 0.3944  0.0002
H 4.1507 -3.3930 1.2209  0.0001
C 3.1591 -1.4764 -0.8397  0.0053
C 3.5022 -0.4212 -1.8873  -0.0018
H 2.4421 -2.1879 -1.2758  0.0044
H 4.0424 -2.0921 -0.6141  0.0003
H 3.9814 -0.9031 -2.7525  0.0003
H 2.6041 0.0949 -2.2533  0.0023
H 4.1753 0.3379 -1.4752  0.0001
C 3.8245 -0.0332 1.5556  0.0076
C 5.1176 -0.8378 1.5463  0.0017
H 3.5056 0.1496 2.5921  0.0008
H 3.9902 0.9464 1.0968  0.0005
H 5.9197 -0.2649 2.0263  0.0003
H 5.0191 -1.7814 2.0893  0.0000
H 5.4678 -1.0725 0.5364  0.0001
Br -4.5949 -2.5909 3.1429  0.0036
P -1.4472 -1.5883 -1.9475  0.5495
C 0.1282 -2.3229 -1.4479  0.0904
C 0.2993 -3.8478 -1.5444  0.0617
H 0.2463 -2.0093 -0.3783  -0.0413
H 0.8834 -1.7913 -2.0661  0.0046
H 1.3224 -4.1415 -1.2835  0.0069
H -0.3757 -4.3606 -0.8490  -0.0011
H 0.1240 -4.2518 -2.5480  -0.0120
C -2.8794 -2.2867 -1.0388  0.0224
C -3.6499 -3.4198 -1.7017  0.0299
H -3.5377 -1.4378 -0.8040  -0.0036
H -2.5034 -2.6233 -0.0630  -0.0092
H -4.3098 -3.8698 -0.9623  -0.0004
H -4.2777 -3.0741 -2.5211  -0.0015
H -2.9916 -4.2077 -2.0656  -0.0022
C -1.9404 -0.2509 -3.0187  -0.0042
C -2.8001 -0.6295 -4.2315  0.0790
H -1.0731 0.3870 -3.3297  0.0117
H -2.5907 0.3865 -2.3678  -0.0063
H -3.2235 0.2962 -4.6398  0.0036
H -2.1716 -1.0838 -4.9998  -0.0075
H -3.6112 -1.3131 -3.9517  -0.0004
N -0.5481 2.1030 5.3723  0.0000
C 0.6734 2.4117 4.8305  -0.0008
O 1.6889 2.5176 5.5073  -0.0007
C 0.6833 2.6420 3.3537  -0.0023
C -0.4568 3.0344 2.6295  -0.0031
C -0.4009 2.9455 1.2311  -0.0065
N 0.5971 2.2232 0.5983  0.0190
C 1.8300 2.3426 1.2121  0.0002
C 1.8834 2.5367 2.5973  0.0027
H -0.5468 1.8097 6.3348  0.0000
H -1.3431 1.8458 4.8120  0.0001
H -1.3584 3.4530 3.1170  0.0012
H -1.1848 3.4129 0.6085  0.0065
H 2.7365 2.2816 0.5874  -0.0005
H 2.8272 2.5908 3.1391  0.0001

# C31H44BrN3P2Pd

C31H44BrN3P2Pd as an isolated structure at a distorted geometry (ωB97M-V/def2-TZVPD, OMol25).

Summary:
Largest force on an atom, eV Å⁻¹: 3.26
Frontier orbital gap, Ha: 0.1747
HOMO energy, eV: -5.55
Energy above the lowest of the compared OMol25 structures with the same formula, charge and spin, eV: 0.462

Last column: Löwdin charge in e.
CARTESIAN COORDINATES (ANGSTROEM)
N 3.3065 1.2115 5.4550  0.0456
C 2.1458 1.8716 5.4022  -0.1501
C 0.9446 1.2348 5.0789  -0.0237
C 0.9453 -0.1685 4.8553  -0.2233
C 2.1874 -0.8394 4.9076  -0.0113
C 3.3327 -0.0945 5.2148  -0.1539
C -0.2684 -0.8129 4.4430  -0.0533
Pd -0.2420 -0.1099 -0.5344  0.1295
P -1.6591 -0.2575 -2.4025  0.8314
C -0.3639 -2.0885 3.9724  -0.0330
C -1.2539 -2.3579 2.8777  -0.2260
C -0.9315 -3.4073 1.9848  -0.0276
C -1.6776 -3.6223 0.8325  -0.1215
C -2.7182 -2.7264 0.5357  -0.5802
C -3.1460 -1.7633 1.4562  -0.1203
C -2.3815 -1.5440 2.6034  -0.0171
Br -3.9745 -3.3115 -0.8591  0.8191
H -1.1753 -0.2269 4.6137  0.1142
H 0.3060 -2.9219 4.2750  0.1274
H 0.0101 1.8011 5.0098  0.1107
H 2.2577 -1.9096 4.7386  0.1041
H 2.1336 2.9376 5.6464  0.1048
H 4.2988 -0.5791 5.3112  0.1046
H -0.0855 -4.0497 2.2174  0.1147
H -2.6735 -0.7625 3.2957  0.1068
H -1.5075 -4.4920 0.2020  0.1076
H -4.0928 -1.2519 1.2840  0.1089
P 2.1249 -0.1349 -0.6715  0.8402
C -3.1787 0.3289 -1.6087  -0.4207
C -4.5113 -0.1716 -2.1555  -0.1798
H -3.1457 1.4259 -1.6528  0.0650
H -3.0734 0.0572 -0.5459  0.0377
H -5.3270 0.3409 -1.6261  0.0697
H -4.6345 0.0230 -3.2294  0.0591
H -4.6387 -1.2460 -1.9579  -0.0403
C -1.5278 -2.0248 -2.7073  -0.4625
C -2.1823 -2.5438 -3.9895  -0.1649
H -2.0052 -2.5171 -1.8422  -0.0440
H -0.4583 -2.2839 -2.6584  0.0546
H -2.2722 -3.6387 -3.9324  0.0643
H -3.1966 -2.1416 -4.1365  0.0599
H -1.5722 -2.3142 -4.8758  0.0669
C -1.2602 0.6558 -3.9363  -0.3982
C -2.4206 1.0010 -4.8696  -0.1544
H -0.5368 0.0146 -4.4653  0.0795
H -0.7059 1.5498 -3.6096  0.0505
H -2.0295 1.5187 -5.7543  0.0677
H -2.9268 0.0974 -5.2330  0.0605
H -3.1611 1.6637 -4.4057  0.0666
C 3.0169 1.2858 -1.4349  -0.4173
C 2.4224 1.8086 -2.7344  -0.1523
H 4.0538 0.9335 -1.5524  0.0806
H 3.0483 2.0698 -0.6688  0.0627
H 3.1833 2.4179 -3.2424  0.0712
H 2.1153 0.9904 -3.4020  0.0605
H 1.5559 2.4509 -2.5244  0.0550
C 2.5554 -1.5916 -1.7227  -0.4307
C 2.1966 -2.9032 -1.0329  -0.1800
H 3.6282 -1.5098 -1.9523  0.0759
H 2.0128 -1.4714 -2.6706  0.0623
H 2.2712 -3.7228 -1.7567  0.0689
H 2.8709 -3.1243 -0.1951  0.0594
H 1.1656 -2.8717 -0.6528  0.0367
C 3.0800 -0.4384 0.8815  -0.4046
C 3.8598 0.6957 1.5445  -0.1475
H 3.7423 -1.2744 0.6063  0.0639
H 2.3342 -0.8393 1.5835  0.0571
H 4.5607 0.2442 2.2508  0.0662
H 4.4286 1.3130 0.8424  0.0591
H 3.1848 1.3334 2.1191  0.0476
N -1.9159 6.1483 -1.7036  0.1502
C -1.3489 5.3035 -1.1196  -0.1645
C -0.6566 4.2948 -0.3410  -0.2065
C 0.1199 4.6248 0.7647  -0.0226
C 0.7464 3.6242 1.4955  -0.0359
C 0.5429 2.2927 1.1236  -0.1434
N -0.2252 1.9896 0.0764  -0.0545
C -0.8187 2.9373 -0.6586  -0.0823
H 0.1879 5.6727 1.0360  0.1215
H 1.3809 3.8392 2.3496  0.1057
H 1.0187 1.4691 1.6549  0.0820
H -1.3959 2.5876 -1.5178  0.0903

no.,electronic energy (eV)
1,-153635.2931
2,-129428.3728